This record from the Open Molecules 2025 dataset describes a structure of composition C5H4N. The level of theory is ωB97M-V with the def2-TZVPD basis set.

```
10
Properties=species:S:1:pos:R:3:forces:R:3:mulliken_charge:R:1
C -0.03106 2.94174 -1.47881 0.7 0.4 -0.7 -0.64
C -0.52952 1.98575 -0.64364 0.5 -5.3 2.0 0.87
C 1.31180 1.01190 -2.20249 5.0 -3.7 -1.8 -0.24
C 0.81573 2.10136 -2.15741 -2.6 3.7 0.3 0.39
C -0.49036 0.04046 0.87815 -0.8 -0.3 5.1 -0.72
N -0.38220 0.88091 -0.16186 -1.3 6.1 -2.1 -0.01
H 2.19782 0.36574 -2.42137 -1.4 0.5 0.1 0.35
H 0.31745 -0.64551 1.11661 0.5 0.1 -0.9 0.30
H -0.65195 0.64890 1.85150 0.2 -0.8 -1.4 0.33
H -1.37494 -0.55112 0.80761 -0.8 -0.6 -0.4 0.35
```
Forces are in eV/Å.

* Kohn-Sham gap (alpha / beta): 0.2631 / 0.2631 Ha
* charge: +1
* DFT total energy: -247.10007 Ha
* relative energy (zero: lowest compared OMol25 entry of this formula, charge and spin): 101.57 kcal per mole
* E_HOMO (alpha / beta): -15.26 / -15.26 eV


This record from the Open Molecules 2025 dataset describes a cluster of 6 separate species, C3H16O5 in total. The level of theory is ωB97M-V with the def2-TZVPD basis set.

```
24
Properties=species:S:1:pos:R:3:forces:R:3:mulliken_charge:R:1
C -1.82398 1.08570 -0.39090 -0.4 0.6 0.3 -0.73
C -0.80608 0.27109 -0.61498 0.0 -0.4 0.3 0.12
C -0.59787 -0.53162 -1.85342 -0.1 -0.8 -0.6 -1.18
H -1.90084 1.71932 0.48552 0.2 -0.3 0.3 0.25
H -2.68448 1.23024 -1.03411 0.3 -0.1 -0.5 0.27
H -0.10264 0.07094 0.19269 0.2 0.4 -0.1 0.36
H 0.05741 -0.05761 -2.58497 0.2 0.2 0.2 0.29
H -0.16849 -1.52483 -1.67789 0.1 0.2 0.3 0.30
H -1.51773 -0.73264 -2.39738 -0.3 0.2 0.0 0.33
O 1.63232 -0.71369 2.49979 -0.6 -0.5 0.5 -0.63
H 0.98182 -1.43131 2.40548 0.2 0.1 -0.5 0.31
H 1.57857 -0.60306 3.45775 0.3 0.3 -0.1 0.31
O 3.00636 2.37026 -2.83856 -0.2 0.0 1.2 -0.65
H 2.98186 2.41936 -1.85466 0.2 0.0 -0.9 0.35
H 2.11655 2.64352 -3.07874 0.0 0.0 -0.2 0.31
O -0.96042 -2.80552 1.80826 0.0 0.1 0.0 -0.65
H -1.55555 -3.52013 2.05622 0.2 -0.1 0.1 0.31
H -1.57002 -2.20150 1.36499 0.0 0.1 0.1 0.38
O 2.22290 3.07440 0.74791 0.1 -0.6 0.1 -0.66
H 1.56261 2.36839 0.70324 -0.1 0.2 -0.1 0.31
H 2.88391 2.67248 1.33094 0.0 0.3 -0.1 0.33
O -3.19237 -2.31121 0.03213 0.1 -0.1 0.0 -0.68
H -3.79616 -1.68819 -0.38095 0.0 0.1 0.0 0.32
H -2.41119 -2.31825 -0.53274 -0.1 0.0 -0.1 0.32
```
Forces are in eV/Å.

* Kohn-Sham gap: 0.3874 Ha
* charge: 0
* DFT total energy: -500.05958 Ha
* relative energy (zero: lowest compared OMol25 entry of this formula, charge and spin): 27.56 kcal per mole
* E_HOMO: -10.12 eV


This record from the Open Molecules 2025 dataset describes a structure of composition C4H6N2. The level of theory is ωB97M-V with the def2-TZVPD basis set.

```
12
Properties=species:S:1:pos:R:3:forces:R:3:mulliken_charge:R:1
C -0.13898 -0.56360 -0.75231 -2.8 2.2 3.4 0.20
N 0.42176 -1.74955 -0.22608 0.1 0.2 -0.4 -0.50
C 0.52621 0.68509 -0.33277 4.7 1.6 0.2 -0.30
C 0.52918 1.47244 0.78748 -0.8 -0.6 -1.6 -0.71
C -1.40064 0.14297 0.08468 -1.9 -4.5 -2.0 0.09
N -2.46849 0.14426 0.51985 -0.1 0.9 0.5 -0.48
H -0.40851 -0.61225 -1.81041 0.0 0.1 0.4 0.33
H -0.10956 -2.58947 -0.38836 -0.1 0.0 0.1 0.24
H 0.77104 -1.65991 0.71773 -0.2 -0.1 -0.1 0.25
H 1.34855 0.86053 -1.01816 0.4 0.9 -0.1 0.32
H -0.17188 1.48591 1.61579 -0.1 -0.7 -0.2 0.31
H 1.10133 2.38358 0.80257 0.7 -0.1 -0.3 0.26
```
Forces are in eV/Å.

* Kohn-Sham gap: 0.3819 Ha
* charge: 0
* DFT total energy: -265.40877 Ha
* relative energy (zero: lowest compared OMol25 entry of this formula, charge and spin): 79.57 kcal per mole
* E_HOMO: -9.64 eV


This record from the Open Molecules 2025 dataset describes a structure of composition C41H35BrCl3GeN3NiO2SSi. The level of theory is ωB97M-V with the def2-TZVPD basis set.

```
89
Properties=species:S:1:pos:R:3:forces:R:3:mulliken_charge:R:1
Ni -0.19389 0.98675 -1.42780 -0.5 -0.2 -0.6 -0.24
C 5.51659 -0.82579 -2.89248 0.0 0.0 0.0 -1.28
C 4.15835 -0.22564 -2.66973 0.0 0.0 0.0 0.43
C 3.03314 -0.60484 -3.42334 0.1 0.0 0.1 -0.33
C 1.80054 -0.03798 -3.21601 0.0 -0.1 -0.1 -0.64
C 1.58496 0.91585 -2.21044 0.0 0.0 0.3 -0.34
Br -1.98593 0.78305 -3.30766 0.2 0.1 0.1 -0.79
N 2.73270 1.31688 -1.55697 0.0 -0.1 -0.1 0.51
C 3.97975 0.78872 -1.77189 -0.2 0.1 0.0 -0.13
H 5.49365 -1.52252 -3.73240 0.0 0.0 0.0 0.34
H 5.85611 -1.37120 -2.00897 0.0 0.0 0.0 0.27
H 6.22700 -0.01959 -3.10358 0.0 0.0 0.0 0.19
H 3.15480 -1.37170 -4.18232 0.0 0.0 0.0 0.26
H 0.94045 -0.33785 -3.80268 0.0 0.0 0.0 0.58
H 4.79941 1.23343 -1.22518 0.0 0.0 -0.1 0.57
C -4.09542 4.80162 -2.69841 0.0 0.0 0.0 -1.51
C -2.99742 4.61314 -1.68869 0.0 0.0 0.0 0.87
C -2.09882 5.64054 -1.40710 -0.1 0.0 0.0 -0.70
C -1.03419 5.43977 -0.54745 0.1 0.0 0.0 -0.77
C -0.86709 4.19738 0.04460 -0.1 -0.2 -0.1 -0.36
C -1.76363 3.16383 -0.20366 0.1 0.1 0.1 -0.21
C -2.82521 3.38302 -1.06734 0.1 0.0 0.0 -0.97
S 0.45781 3.98477 1.19354 -0.2 0.2 0.2 1.69
O 1.30534 5.14526 1.10216 0.0 -0.1 -0.1 -0.75
O -0.11706 3.65432 2.46604 0.1 0.0 -0.1 -0.73
N 1.32700 2.63072 0.66479 0.0 0.1 0.1 1.15
C 1.69953 1.79590 1.79960 0.1 0.1 0.0 -0.08
C 2.90021 2.04689 2.46151 0.0 0.1 0.0 -0.46
C 3.14312 1.50211 3.71591 -0.1 0.0 0.0 -1.07
C 2.13897 0.81837 4.37189 0.0 0.0 -0.1 -0.92
C 0.89760 0.58902 3.75163 0.1 0.0 0.1 1.51
C -0.22332 0.06761 4.44862 0.0 0.0 0.0 -1.23
C -1.44531 -0.01583 3.78539 0.1 0.0 0.0 -1.10
C -1.49960 0.19011 2.43272 -0.1 0.0 -0.1 -0.35
N -0.37423 0.50029 1.70345 -0.2 -0.1 0.0 2.29
C 0.74503 0.95724 2.38751 -0.1 -0.2 0.0 -0.57
H -4.45983 5.83042 -2.70554 0.0 0.0 0.0 0.42
H -4.93235 4.13313 -2.49822 0.0 0.0 0.0 0.37
H -3.72327 4.56313 -3.69728 0.0 0.0 0.0 0.28
H -2.22036 6.60513 -1.88759 0.0 0.0 0.0 0.34
H -0.31385 6.22132 -0.34865 0.0 0.0 0.0 0.50
H -1.63088 2.19219 0.26076 0.1 0.1 0.1 0.68
H -3.48485 2.56008 -1.31077 0.0 0.0 0.0 0.45
H 3.61771 2.71899 2.01635 0.0 -0.1 0.1 0.36
H 4.09373 1.68466 4.20101 0.0 0.0 0.0 0.39
H 2.27551 0.47543 5.39141 0.0 0.0 0.0 0.39
H -0.12726 -0.17799 5.49816 0.0 0.0 0.0 0.34
H -2.35247 -0.29056 4.30742 0.0 0.0 0.0 0.39
H -2.40140 0.03684 1.85322 0.0 0.0 0.0 0.39
Cl 4.18955 3.61078 -0.21230 0.0 0.0 -0.1 -0.37
Si 2.36793 2.82457 -0.72626 0.2 0.0 -0.1 0.21
Cl 6.72264 2.37838 -3.09708 0.1 0.0 0.0 -0.84
Cl 1.62104 4.16732 -2.05525 -0.1 -0.1 0.0 -0.29
C -0.23596 -0.05885 0.33071 0.4 0.2 0.2 -1.18
Ge -0.90952 -1.88051 0.26690 0.0 0.1 -0.1 2.38
C 0.03068 -2.89672 -1.12155 0.0 0.0 0.0 -0.33
C -0.21428 -2.61195 -2.46573 0.0 -0.1 0.0 -0.16
C 0.46166 -3.29647 -3.46840 0.0 0.0 0.0 -0.65
C 1.39060 -4.27573 -3.14371 0.0 0.0 0.0 -0.48
C 1.63708 -4.57477 -1.80972 0.0 0.0 0.0 -0.76
C 0.95760 -3.89072 -0.80783 0.0 0.0 -0.1 -0.35
C -0.55453 -2.78659 1.98424 0.0 0.0 0.0 -0.08
C -1.50302 -3.51581 2.70132 0.1 0.0 0.1 -0.52
C -1.18888 -4.08918 3.92749 0.0 0.0 0.0 -0.64
C 0.08409 -3.93961 4.46252 0.0 0.0 0.0 -0.57
C 1.03775 -3.20917 3.76760 0.0 0.0 0.0 -0.65
C 0.71615 -2.63869 2.54202 0.0 0.0 0.0 -0.42
C -2.81871 -2.02158 -0.16890 0.0 0.0 0.0 -0.15
C -3.56894 -0.88130 -0.44829 0.0 0.0 0.0 0.00
C -4.91467 -0.97495 -0.78166 0.0 0.0 0.0 -0.80
C -5.53062 -2.21737 -0.84756 0.1 0.0 0.0 -0.47
C -4.78994 -3.36669 -0.60025 0.0 0.0 0.0 -0.81
C -3.44380 -3.26587 -0.27193 -0.1 0.1 0.0 -0.36
H 0.84571 -0.24023 0.21727 0.0 0.0 0.1 0.63
H -0.92273 -1.83530 -2.73553 0.0 0.0 0.0 0.32
H 0.26819 -3.04954 -4.50595 0.0 0.0 0.0 0.41
H 1.92562 -4.80065 -3.92668 0.0 0.0 0.0 0.37
H 2.36160 -5.33688 -1.54705 0.0 0.0 0.0 0.39
H 1.15864 -4.13421 0.22993 0.0 0.0 0.0 0.31
H -2.50780 -3.62190 2.31078 0.0 0.0 0.0 0.30
H -1.94356 -4.64671 4.47103 0.0 0.0 0.0 0.37
H 0.32699 -4.37939 5.42274 0.0 0.0 0.0 0.34
H 2.02771 -3.06556 4.18414 0.0 0.0 0.0 0.40
H 1.46610 -2.05044 2.02128 0.0 0.0 0.0 0.36
H -3.08187 0.08875 -0.45513 0.0 0.0 0.0 0.12
H -5.47473 -0.07694 -1.01278 0.0 0.0 0.0 0.41
H -6.57862 -2.29269 -1.11270 0.0 0.0 0.0 0.35
H -5.25791 -4.34167 -0.67519 0.0 0.0 0.0 0.37
H -2.86858 -4.17155 -0.10807 0.0 0.0 0.0 0.46
```
Forces are in eV/Å.

* Kohn-Sham gap (alpha / beta): 0.1925 / 0.2243 Ha
* spin multiplicity: 3
* charge: -2
* DFT total energy: -10125.83524 Ha
* E_HOMO (alpha / beta): -1.17 / -2.04 eV


This record from the Open Molecules 2025 dataset describes a structure of composition C10H22CuO8. The level of theory is ωB97M-V with the def2-TZVPD basis set.

```
41
Properties=species:S:1:pos:R:3:forces:R:3:mulliken_charge:R:1
Cu 0.75130 -0.01772 0.41284 -0.5 -0.8 -2.0 0.63
C -0.70516 2.14585 -2.97733 -0.1 -0.9 -0.3 -0.91
C -0.20527 0.68074 -2.72396 -0.3 -0.2 1.1 0.09
O -0.62624 -0.11648 -1.59544 1.0 1.6 -0.1 -0.61
H -1.76196 2.22992 -3.23069 -0.3 -0.3 0.8 0.35
H -0.30584 2.44183 -3.94740 0.7 0.1 0.0 0.37
H -0.41427 2.88095 -2.22691 -0.1 -0.1 0.1 0.09
H 0.88392 0.72067 -2.73769 0.5 0.2 0.1 -0.23
H -0.42141 0.15526 -3.65416 -0.4 -0.5 -0.1 0.30
C 1.69357 -4.05247 1.97111 1.2 -0.4 -0.7 -1.16
C 1.87071 -2.85344 1.05950 -0.7 1.5 0.1 0.04
O 0.80610 -2.44557 0.27062 -0.1 0.5 0.4 -0.47
H 2.40687 -3.95610 2.78965 -0.2 0.2 0.3 0.35
H 2.15655 -4.84843 1.38785 -1.0 -0.9 0.2 0.32
H 0.68011 -4.16951 2.35491 0.2 -0.3 -0.3 0.28
H 2.77532 -2.84613 0.45147 0.4 -0.4 0.1 0.35
H 1.99194 -2.06001 1.79699 0.3 0.9 0.1 0.12
C 2.18140 4.10309 -0.46906 -0.3 -0.9 1.3 -0.57
O 3.11531 3.31508 -1.24706 -0.8 0.4 -0.2 -0.32
C 3.09627 1.96359 -1.16439 0.0 1.6 0.3 0.86
O 2.71181 1.28308 -0.25801 -1.3 -0.6 1.6 -0.55
O 3.67072 1.51797 -2.21552 1.4 0.6 -1.8 -0.34
C 3.87866 0.16669 -2.51036 -0.9 -1.6 -0.5 -0.66
H 2.42308 3.95835 0.58392 0.0 0.0 0.1 0.30
H 1.14171 3.79830 -0.58848 0.1 -0.4 -0.3 0.18
H 2.17590 5.17862 -0.64605 0.9 -0.3 -0.7 0.27
H 4.61288 0.09474 -3.31277 0.1 0.3 0.3 0.25
H 2.94728 -0.23129 -2.91317 -0.1 0.0 -0.1 0.29
H 4.11295 -0.51302 -1.69109 0.3 0.6 0.4 0.30
C -1.97344 -1.85360 1.68876 1.0 0.1 0.8 -0.38
O -3.34161 -1.78659 2.05016 -0.3 -0.1 0.2 -0.30
C -3.90899 -0.66933 2.50884 0.6 0.3 -1.8 0.69
O -3.32704 0.35716 2.78077 -0.8 -0.7 0.3 -0.57
O -5.23809 -0.89082 2.36970 0.5 1.4 0.8 -0.32
C -6.07225 0.24752 2.61151 -1.1 0.4 0.7 -0.71
H -1.82477 -2.89777 1.41360 0.1 0.4 -0.4 0.24
H -1.28557 -1.63244 2.50487 -0.3 -0.2 0.7 0.30
H -1.60792 -1.11997 0.97022 -0.9 -0.2 -0.8 0.23
H -7.07491 -0.16591 2.72032 0.0 0.0 -0.4 0.27
H -6.06341 1.06229 1.88750 0.3 -0.6 -0.8 0.30
H -5.92622 0.82490 3.52443 0.8 -0.7 0.5 0.31
```
Forces are in eV/Å.

* Kohn-Sham gap (alpha / beta): 0.2895 / 0.1817 Ha
* spin multiplicity: 2
* charge: 0
* DFT total energy: -2636.39581 Ha
* E_HOMO (alpha / beta): -8.45 / -7.19 eV


Number 1: strongest force on any atom 6.6 eV Å⁻¹. Number 2: strongest force on any atom 1.2 eV Å⁻¹. Number 3: strongest force on any atom 5.2 eV Å⁻¹. Number 4: strongest force on any atom 0.8 eV Å⁻¹. Number 5: strongest force on any atom 2.4 eV Å⁻¹.